(1)
Computed, not measured: 12 unconnected molecules or ions with the total composition H23O12, with ωB97M-V/def2-TZVPD.

ORCA input file:
```
! wB97M-V def2-TZVPD RIJCOSX def2/J DEFGRID3
* xyz -1 1
O 1.95943 -0.96383 -1.55257
H 2.48703 -0.21258 -0.97297
H 1.67046 -0.44338 -2.31034
O -0.15043 -0.00022 3.00149
H 0.38021 -0.79263 3.12657
H -0.28108 0.13233 2.05298
O -4.97580 -0.38267 -0.37577
H -4.72050 -0.79607 0.45955
O -1.79202 3.16176 -1.77402
H -1.02792 3.63698 -1.43691
H -1.58589 2.21195 -1.69965
O 5.12010 -0.53879 1.12858
H 5.43895 -0.09753 0.33153
H 1.92330 1.77741 0.27340
O 1.99372 -3.81640 -2.30917
H 1.68291 -2.91339 -2.48177
H -4.52017 -0.92760 -1.02671
O -2.34949 0.88024 0.95226
H -1.92758 1.59336 0.45996
H -3.20646 0.73520 0.54273
O 1.24127 2.52740 0.34428
H 1.81664 3.25333 0.60779
H 2.26804 -3.60509 -1.40351
O -2.76163 -0.54490 3.39549
H -2.68936 0.06030 4.13560
H -1.85666 -0.59656 3.03777
O -1.84483 0.45472 -2.12527
H -2.74888 0.15959 -2.02550
H -1.11325 -0.16004 -2.11467
O -0.12446 -2.00293 -0.09652
H 0.45438 -1.88447 -0.88934
H 0.38842 -1.29454 0.32741
O 2.99572 0.65864 -0.05001
H 4.15347 -0.46997 0.88056
H 3.70234 1.20035 -0.41326
*
```

Properties
HOMO ... -6.556 eV
E ... -916.7276 Eh
Energy relative to the best compared isomer or geometry (same formula, charge and spin) ... 2.580 eV
Frontier orbital gap ... 9.13 eV
LUMO energy ... 2.57 eV

Mulliken atomic charge list, values in e, 2 entries:
1 O -0.737
2 H 0.361

***

(2)
Computed, not measured: a gas-phase ion, C5H11N4 (charge +1), with ωB97M-V/def2-TZVPD.

ORCA input file:
```
! wB97M-V def2-TZVPD RIJCOSX def2/J DEFGRID3
* xyz 1 1
C 2.23340 0.45085 -0.70152
C 1.23425 -0.66041 -0.95014
C -0.10365 -0.49810 -0.02693
C 0.28874 -0.94972 1.42346
N -1.24349 -1.21096 -0.51997
N -2.34226 -0.87282 -0.30400
N -2.71629 0.32630 0.24957
C -1.82801 1.32705 0.33110
N -0.58622 1.14032 0.13290
H 2.23939 1.29841 -1.37657
H 3.12160 -0.06114 -1.15154
H 2.38204 0.71646 0.34073
H 1.40191 -1.79630 -0.87398
H 0.85247 -0.63393 -2.00752
H 0.67744 -1.91641 1.42427
H -0.66467 -0.98596 2.00166
H 0.97172 -0.34312 1.76303
H -3.65352 0.53719 0.08469
H -2.40332 2.35008 0.24930
H 0.13848 1.78218 -0.08854
*
```

Properties
HOMO ... -14.033 eV
SMILES ... CC[C@]1(C)N=N[NH+]=CN1
E ... -415.7649 Eh
Energy relative to the best compared isomer or geometry (same formula, charge and spin) ... 4.309 eV
Frontier orbital gap ... 9.71 eV
LUMO energy ... -4.32 eV

Mulliken atomic charge list, values in e, 2 entries:
1 C -1.277
2 C -0.375

***

(3)
Computed, not measured: 2 unconnected molecules or ions with the total composition C7H6N4O2S2, with ωB97M-V/def2-TZVPD.

ORCA input file:
```
! wB97M-V def2-TZVPD RIJCOSX def2/J DEFGRID3
* xyz 0 1
C 0.72440 0.81289 -0.14881
C 2.86174 -0.16269 0.19102
C -0.89643 -2.44937 -0.17034
C 0.19589 -0.47404 -0.04940
C 2.06519 0.98438 -0.01794
C -1.13186 -1.06911 -0.24062
C 1.11689 -1.49350 0.10359
N 2.41163 -1.35429 0.34611
N 0.43839 -2.69318 -0.01029
N 2.77117 2.17039 -0.12721
N -3.63579 1.60086 0.75165
O 2.23485 3.14158 0.29098
O 3.89647 2.19617 -0.60852
S -5.05998 1.56771 0.05630
S -2.51507 -0.02517 -0.59698
H 0.10116 1.58141 -0.28985
H 3.86102 -0.01807 0.47589
H -1.49509 -3.35907 -0.24283
H 0.77021 -3.60533 -0.16053
H -5.48183 0.21327 0.16409
H -3.23297 2.43518 0.28368
*
```

Properties
HOMO (spin up / spin down) ... -8.160 / -8.370 eV
E ... -1436.0165 Eh
Frontier orbital gap (spin up / spin down) ... 7.16 / 6.80 eV
LUMO energy (spin up / spin down) ... -1.00 / -1.57 eV

Mulliken atomic charge list, values in e, 2 entries:
1 C -0.701
2 C -0.303

***

(4)
Computed, not measured: a single C6H10 molecule, with ωB97M-V/def2-TZVPD.

ORCA input file:
```
! wB97M-V def2-TZVPD RIJCOSX def2/J DEFGRID3
* xyz 0 1
C 1.71083 0.00751 0.02244
C 1.19731 0.66188 1.24266
C -0.29933 -1.39449 -0.48965
C 0.56094 -0.29918 -0.89730
C -0.72048 -0.09529 -0.06822
C -1.98103 0.64716 0.20064
H 2.36217 0.68374 -0.45291
H 2.20778 -0.93883 0.25851
H 1.23229 0.04489 2.17523
H 1.52797 1.61833 1.21513
H -0.77268 -1.80803 -1.42150
H -0.15027 -2.27732 0.23344
H 0.47624 -0.04618 -1.87016
H -1.65372 1.53701 0.70482
H -2.71179 0.05959 0.75574
H -2.47031 0.93132 -0.71013
*
```

Properties
HOMO (spin up / spin down) ... -7.965 / -7.440 eV
E ... -234.4010 Eh
Energy relative to the best compared isomer or geometry (same formula, charge and spin) ... 5.484 eV
Frontier orbital gap (spin up / spin down) ... 8.81 / 8.14 eV
LUMO energy (spin up / spin down) ... 0.84 / 0.70 eV

Mulliken atomic charge list, values in e, 2 entries:
1 C -0.529
2 C -1.004

***

Q: What is the formula in the first record?
A: H23O12

***

Q: Which value of E does entry 3 give?
A: -1436.0165 Eh